[1]
{"formula": "C4H7N3S", "method": "ωB97M-V/def2-TZVPD", "species": ["S", "N", "N", "N", "C", "C", "C", "C", "H", "H", "H", "H", "H", "H", "H"], "positions_angstrom": [[-3.46, -0.63, 0.16], [1.75, -0.28, 1.11], [0.31, 0.42, -0.87], [1.08, -2.04, -0.65], [-0.13, 1.63, -0.05], [-1.92, -0.31, 0.45], [-1.21, 0.59, -0.61], [0.98, -0.72, -0.18], [0.31, -2.32, -1.40], [-1.78, 0.94, -1.36], [0.24, 1.86, 1.04], [-1.24, -0.94, 1.09], [2.14, -1.15, 1.16], [0.42, 2.59, -0.59], [2.50, 0.38, 0.69]], "nbo_charge": [0.1172, -0.8217, -0.4447, -0.7311, -0.2937, -0.3109, -0.0933, 0.5482, 0.3672, 0.2200, 0.2401, 0.2282, 0.3765, 0.2259, 0.3720], "energy_ha": -718.88924, "e_lumo_ev": -0.79, "smiles": "[H]/N=C(/N)N1C[C@@H]1C=S", "orbital_gap_ev": 8.3, "e_homo_ha": -0.33568, "de_lowest_kcal_mol": 133.9}

---

[2]
{"formula": "C4H7N3S", "method": "ωB97M-V/def2-TZVPD", "species": ["S", "N", "N", "N", "C", "C", "C", "C", "H", "H", "H", "H", "H", "H", "H"], "positions_angstrom": [[2.10, 1.61, -0.72], [-1.40, 0.83, 1.30], [-2.18, -0.58, -0.50], [-0.25, -1.07, -1.53], [0.06, -0.43, -0.32], [-1.61, -1.18, -1.51], [-1.16, -0.09, 0.25], [1.57, 0.09, 0.24], [-2.24, -1.57, -2.26], [0.51, -1.65, -1.87], [1.46, 0.46, 1.16], [2.21, -0.73, 0.02], [-0.93, 0.61, 2.22], [-2.30, 1.15, 1.45], [0.86, 1.91, -1.22]], "nbo_charge": [-0.0873, -0.8373, -0.4676, -0.5431, 0.0386, 0.1754, 0.2364, -0.4804, 0.1989, 0.4236, 0.2139, 0.2205, 0.3766, 0.3863, 0.1455], "energy_ha": -719.03433, "e_lumo_ev": 0.81, "smiles": "Nc1nc[nH]c1CS", "orbital_gap_ev": 8.7, "e_homo_ha": -0.29054, "de_lowest_kcal_mol": 42.8}